{
  "formula": "C16H32AsGaN2S5Si3",
  "method": "ωB97M-V with the def2-TZVPD basis set",
  "symbols": ["Ga", "S", "C", "S", "S", "S", "C", "N", "C", "C", "C", "C", "H", "H", "H", "H", "H", "C", "Si", "C", "C", "As", "Si", "C", "C", "C", "Si", "C", "C", "C", "H", "H", "H", "H", "H", "H", "H", "H", "H", "H", "H", "H", "H", "H", "H", "H", "H", "H", "H", "H", "H", "H", "H", "H", "H", "H", "H", "S", "C", "N"],
  "xyz": [[0.453314, -0.625314, 0.304084], [-0.896178, -2.691092, 3.966443], [-0.486005, -1.869161, 2.622234], [-0.238393, -0.142621, 2.510069], [-0.183938, -2.666907, 1.059292], [0.473101, -1.998648, -2.164685], [-1.158267, -1.583406, -2.435323], [-2.112379, -1.981376, -1.556248], [-3.414353, -1.625245, -1.620751], [-3.859043, -0.840928, -2.638590], [-2.924877, -0.421366, -3.601688], [-1.610359, -0.791164, -3.510210], [-1.786581, -2.517403, -0.749781], [-4.042994, -1.996956, -0.824899], [-4.895874, -0.546705, -2.685939], [-3.243290, 0.221000, -4.411988], [-0.876340, -0.452505, -4.226048], [5.682942, -0.863430, 1.933460], [3.835778, -0.908052, 2.226216], [3.367556, 0.078451, 3.732621], [3.246359, -2.666169, 2.370184], [2.807240, 0.073974, 0.311397], [2.790130, 2.433479, 0.600872], [4.465114, 2.918031, 1.275152], [1.410258, 2.853272, 1.771937], [2.521730, 3.210473, -1.070744], [4.026410, -0.446568, -1.657113], [4.181155, -2.305048, -1.637962], [5.695236, 0.388553, -1.573109], [3.100263, 0.208790, -3.131593], [6.197207, -1.216398, 2.831471], [6.050792, 0.138479, 1.706787], [5.959848, -1.529007, 1.113359], [3.842392, -0.379354, 4.605404], [2.286935, 0.049995, 3.881695], [3.688906, 1.119796, 3.685268], [3.900164, -3.199269, 3.066389], [3.261387, -3.195214, 1.415964], [2.227559, -2.712972, 2.758584], [4.680594, 2.449005, 2.236266], [4.504991, 4.001390, 1.417428], [5.261233, 2.644632, 0.579587], [1.491811, 2.322126, 2.720977], [0.443138, 2.610621, 1.327255], [1.425202, 3.927474, 1.976370], [3.388774, 3.076028, -1.719681], [2.364348, 4.285161, -0.944363], [1.640365, 2.805769, -1.571951], [4.785923, -2.629786, -0.788128], [4.665979, -2.661986, -2.549955], [3.203548, -2.785539, -1.567050], [6.276687, 0.101538, -0.698221], [5.582857, 1.475031, -1.570584], [6.270260, 0.124386, -2.465220], [2.045896, -0.064194, -3.107473], [3.536970, -0.216063, -4.040271], [3.186411, 1.293762, -3.194285], [-1.717710, 2.817003, -2.038697], [-0.998890, 1.615466, -1.256081], [-0.449834, 0.744513, -0.691034]],
  "atomic_forces_ev_per_a": [[-0.1, 0.1, 0.1], [0.0, 0.0, 0.0], [0.0, 0.1, -0.1], [0.0, -0.1, 0.0], [0.0, 0.0, 0.0], [-0.1, -0.1, 0.0], [0.0, 0.0, 0.0], [0.0, 0.0, 0.0], [0.0, 0.0, 0.0], [0.0, 0.0, 0.0], [0.0, 0.0, 0.0], [0.0, 0.0, 0.0], [0.0, 0.0, 0.0], [0.0, 0.0, 0.0], [0.0, 0.0, 0.0], [0.0, 0.0, 0.0], [0.0, 0.0, 0.0], [0.0, 0.0, 0.0], [0.0, 0.0, 0.0], [0.0, 0.0, 0.0], [0.0, 0.0, 0.0], [0.0, 0.0, 0.0], [0.0, 0.0, 0.0], [0.0, 0.0, 0.0], [0.0, 0.0, 0.0], [0.0, 0.0, 0.0], [-0.1, 0.0, 0.0], [0.0, 0.0, 0.0], [0.0, 0.0, 0.0], [0.0, 0.0, 0.0], [0.0, 0.0, 0.0], [0.0, 0.0, 0.0], [0.0, 0.0, 0.0], [0.0, 0.0, 0.0], [0.0, 0.0, 0.0], [0.0, 0.0, 0.0], [0.0, 0.0, 0.0], [0.0, 0.0, 0.0], [0.0, 0.0, 0.0], [0.0, 0.0, 0.0], [0.0, 0.0, 0.0], [0.0, 0.0, 0.0], [0.0, 0.0, 0.0], [0.0, 0.0, 0.0], [0.0, 0.0, 0.0], [0.0, 0.0, 0.0], [0.0, 0.0, 0.0], [0.0, 0.0, 0.0], [0.0, 0.0, 0.0], [0.0, 0.0, 0.0], [0.0, 0.0, 0.0], [0.0, 0.0, 0.0], [0.0, 0.0, 0.0], [0.0, 0.0, 0.0], [0.0, 0.0, 0.0], [0.0, 0.0, 0.0], [0.0, 0.0, 0.0], [0.0, 0.0, 0.0], [0.0, 0.1, 0.0], [-0.1, -0.1, 0.0]],
  "lowdin_charge": [-0.34, 0.53, -1.72, 0.54, 0.52, 0.62, -0.73, 0.05, -0.05, -0.05, -0.05, -0.08, 0.05, 0.14, 0.11, 0.12, 0.11, -0.21, 0.32, -0.20, -0.20, 0.88, 0.31, -0.21, -0.21, -0.20, 0.30, -0.21, -0.20, -0.21, 0.04, 0.02, 0.02, 0.04, 0.00, 0.02, 0.04, 0.03, 0.01, 0.01, 0.04, 0.02, 0.01, 0.02, 0.04, 0.02, 0.04, 0.02, 0.02, 0.04, 0.01, 0.01, 0.02, 0.04, -0.03, 0.04, 0.02, 0.58, -0.92, 0.01],
  "energy_ev": -211122.020,
  "e_homo_ev": -7.581,
  "relative_energy_kcal_mol": 0.24,
  "charge": 0,
  "gap_ev": 7.378
}